Density functional theory data (ωB97M-V/def2-TZVPD) for a molecular structure, C37H38IKN3Se.

Each line ends with the Löwdin charge.
Element x y z (Å)
K (0.26, 0.01, -0.16)  0.4834
I (-3.13, -0.85, -0.04)  0.8789
C (-3.49, -0.43, -2.08)  -0.6239
C (-4.80, -0.38, -2.46)  -0.1940
C (-5.11, -0.11, -3.81)  -0.1121
C (-4.11, 0.11, -4.71)  -0.0631
C (-2.75, 0.07, -4.31)  -0.1885
C (-1.71, 0.32, -5.25)  -0.0814
C (-0.41, 0.32, -4.83)  -0.1152
C (-0.10, 0.06, -3.48)  -0.1884
C (-1.03, -0.23, -2.50)  -0.2105
C (-2.39, -0.20, -2.96)  -0.2821
H (-5.59, -0.56, -1.75)  0.0713
H (-6.15, -0.08, -4.12)  0.0910
H (-4.34, 0.32, -5.75)  0.1006
H (-1.97, 0.52, -6.28)  0.0947
H (0.38, 0.52, -5.55)  0.0873
H (0.97, 0.09, -3.22)  0.0603
C (0.96, 6.60, 2.49)  -0.0997
C (2.40, 6.13, 2.31)  -0.2457
C (2.56, 4.87, 1.46)  -0.1966
C (2.22, 3.56, 2.15)  -0.1417
N (0.84, 3.47, 2.64)  -0.0034
C (-0.25, 3.23, 1.87)  -0.6657
Se (-0.27, 3.10, 0.04)  0.7044
N (-1.32, 3.15, 2.71)  -0.0075
C (-2.69, 2.87, 2.32)  -0.1503
C (-3.61, 4.08, 2.51)  -0.1840
C (-3.26, 5.28, 1.63)  -0.2554
C (-3.58, 5.05, 0.16)  -0.1141
C (-0.90, 3.34, 4.02)  -0.1573
C (-1.59, 3.33, 5.22)  -0.0108
C (-0.86, 3.57, 6.38)  -0.0908
C (0.52, 3.79, 6.33)  -0.0887
C (1.21, 3.78, 5.13)  -0.0055
C (0.47, 3.54, 3.98)  -0.1679
H (0.93, 7.64, 2.83)  0.0676
H (0.42, 6.01, 3.23)  0.0553
H (0.41, 6.54, 1.55)  0.0733
H (2.88, 5.99, 3.28)  0.1005
H (2.96, 6.93, 1.82)  0.0990
H (3.60, 4.77, 1.14)  0.1155
H (1.96, 4.96, 0.55)  0.0724
H (2.85, 3.41, 3.03)  0.1210
H (2.38, 2.70, 1.49)  0.1046
H (-3.04, 2.02, 2.92)  0.1271
H (-2.67, 2.55, 1.28)  0.0698
H (-3.60, 4.38, 3.56)  0.0947
H (-4.63, 3.75, 2.29)  0.1160
H (-2.19, 5.51, 1.75)  0.0923
H (-3.81, 6.15, 1.99)  0.1020
H (-2.95, 4.27, -0.27)  0.0191
H (-3.41, 5.96, -0.43)  0.0699
H (-4.62, 4.75, 0.03)  0.0732
H (-2.66, 3.14, 5.26)  0.1076
H (-1.37, 3.57, 7.33)  0.0975
H (1.06, 3.97, 7.25)  0.0988
H (2.28, 3.93, 5.09)  0.1100
C (5.69, -0.27, -0.65)  -0.1411
C (4.43, -0.22, -1.24)  -0.1126
C (3.29, -0.13, -0.47)  -0.0716
C (3.33, -0.09, 0.96)  -0.3014
C (4.62, -0.14, 1.53)  -0.0407
C (5.76, -0.23, 0.73)  -0.1275
N (2.10, -0.01, 1.56)  -0.0652
C (1.77, -0.01, 2.87)  -0.3031
C (2.59, 0.06, 4.03)  -0.0409
C (2.05, 0.04, 5.31)  -0.1273
C (0.68, -0.04, 5.53)  -0.1406
C (-0.15, -0.08, 4.41)  -0.1188
C (0.37, -0.06, 3.14)  -0.0648
H (6.59, -0.34, -1.25)  0.0817
H (4.33, -0.26, -2.32)  0.0960
H (2.33, -0.11, -0.96)  0.0246
H (4.76, -0.13, 2.60)  0.0608
H (6.73, -0.27, 1.22)  0.0900
H (3.66, 0.13, 3.94)  0.0620
H (2.72, 0.08, 6.16)  0.0916
H (0.28, -0.05, 6.53)  0.0845
H (-1.23, -0.13, 4.54)  0.0965
H (-0.31, -0.10, 2.29)  0.0532

Summary:
Total energy = -133230.39022 eV
Total charge = -1
HOMO-LUMO gap = 5.98 eV
Spin multiplicity = 1
Highest occupied orbital energy = -3.70 eV
Relative energy (zero: lowest compared OMol25 entry of this formula, charge and spin) = 46.16 kJ/mol



Density functional theory data (ωB97M-V/def2-TZVPD) for 2 unconnected molecules or ions with the total composition C21H22NO4 at a distorted geometry.

Each line ends with the Löwdin charge.
Element x y z (Å)
C (1.14, 3.36, 1.79)  -0.0740
O (1.71, 2.53, 0.80)  -0.0660
C (2.36, 1.46, 1.32)  -0.4903
C (2.91, 0.59, 0.25)  -0.0524
C (2.93, 0.89, -1.05)  0.0707
O (2.45, 1.25, 2.52)  0.0747
H (0.67, 4.19, 1.26)  0.0876
H (0.39, 2.82, 2.38)  0.0967
H (1.91, 3.74, 2.48)  0.0943
H (3.34, -0.33, 0.64)  0.1173
H (3.47, 0.26, -1.75)  0.0650
H (2.52, 1.84, -1.41)  0.0809
C (-2.35, 0.46, -2.30)  -0.0895
C (-1.21, -0.26, -1.64)  -0.2411
O (-0.41, -0.86, -2.69)  -0.0492
C (0.64, -1.59, -2.22)  -0.5336
C (1.51, -1.98, -3.34)  -0.1647
N (2.74, -2.32, -3.13)  0.0636
C (3.84, -1.96, -3.77)  -0.2361
C (5.05, -2.73, -3.50)  -0.1753
C (6.34, -2.24, -3.81)  -0.0653
C (7.47, -3.02, -3.53)  -0.1179
C (7.33, -4.26, -2.90)  -0.1383
C (6.06, -4.73, -2.54)  -0.1095
C (4.93, -3.96, -2.83)  -0.0434
C (3.81, -0.79, -4.67)  -0.1594
C (4.63, -0.72, -5.82)  -0.0627
C (4.58, 0.39, -6.65)  -0.1094
C (3.69, 1.44, -6.38)  -0.1290
C (2.84, 1.37, -5.27)  -0.0960
C (2.90, 0.26, -4.43)  -0.0565
O (0.83, -1.85, -1.04)  0.0292
H (-2.91, 1.01, -1.55)  0.0677
H (-2.00, 1.16, -3.05)  0.0753
H (-3.04, -0.26, -2.77)  0.0731
H (-0.59, 0.43, -1.05)  0.1181
H (-1.58, -1.06, -0.97)  0.1200
H (1.02, -2.00, -4.33)  0.1159
H (6.45, -1.26, -4.26)  0.0946
H (8.45, -2.64, -3.82)  0.0892
H (8.22, -4.86, -2.68)  0.0807
H (5.94, -5.68, -2.04)  0.0887
H (3.93, -4.29, -2.54)  0.1017
H (5.30, -1.55, -6.04)  0.1049
H (5.24, 0.45, -7.52)  0.0900
H (3.65, 2.32, -7.03)  0.0837
H (2.13, 2.16, -5.04)  0.0948
H (2.23, 0.22, -3.57)  0.0813

Summary:
Total energy = -31813.43018 eV
Total charge = -1
HOMO-LUMO gap = 4.81 eV
Spin multiplicity = 1
Highest occupied orbital energy = -2.08 eV
Relative energy (zero: lowest compared OMol25 entry of this formula, charge and spin) = 256.69 kJ/mol



Density functional theory data (ωB97M-V/def2-TZVPD) for C8H18N2O2S in the gas phase at a distorted geometry.

Each line ends with the Löwdin charge.
Element x y z (Å)
C (-0.41, -1.90, 0.45)  -0.1490
C (1.45, -0.50, 0.14)  -0.4820
C (0.21, 0.51, 0.30)  -0.3965
C (1.89, -0.78, -1.33)  -0.0446
C (2.53, 0.13, 1.03)  -0.0169
C (0.02, 1.61, -0.71)  -0.0758
C (0.08, 1.18, 1.67)  -0.0334
C (-2.87, -0.02, -1.67)  -0.1689
N (0.97, -1.71, 0.71)  -0.0128
N (-0.99, -0.43, 0.29)  0.0062
O (-2.75, 1.28, 0.55)  -0.3097
O (-3.32, -1.11, 0.87)  -0.2803
S (-2.57, -0.10, 0.14)  0.5712
H (-0.34, -2.43, -0.58)  0.1132
H (-0.95, -2.47, 1.21)  0.1232
H (2.90, -1.18, -1.24)  0.0868
H (1.86, 0.12, -1.90)  0.0599
H (1.26, -1.48, -1.80)  0.0199
H (3.56, -0.07, 0.72)  0.0969
H (2.41, -0.27, 2.02)  0.0810
H (2.39, 1.18, 0.98)  0.0657
H (-0.83, 2.19, -0.64)  0.0456
H (0.03, 1.29, -1.75)  0.0598
H (0.81, 2.36, -0.64)  0.1094
H (-0.89, 1.84, 1.61)  0.1276
H (0.76, 2.00, 1.65)  0.0751
H (0.16, 0.49, 2.46)  0.0804
H (-3.72, 0.55, -1.77)  0.0171
H (-2.02, 0.61, -2.18)  0.0568
H (-2.95, -0.95, -2.24)  0.0391
H (1.28, -1.93, 1.66)  0.1351

Summary:
Total energy = -26490.00716 eV
HOMO-LUMO gap (spin up / spin down) = 2.87 / 5.80 eV
Spin multiplicity = 3
Highest occupied orbital energy (spin up / spin down) = -2.37 / -10.22 eV
Relative energy (zero: lowest compared OMol25 entry of this formula, charge and spin) = 0.00 kJ/mol



Density functional theory data (ωB97M-V/def2-TZVPD) for 4 unconnected molecules or ions with the total composition C3H14N2O3 at a distorted geometry.

Each line ends with the Löwdin charge.
Element x y z (Å)
C (0.54, 2.09, -1.04)  -0.1031
C (0.21, 0.71, -0.69)  -0.4415
C (-0.24, -0.10, -1.67)  -0.1960
N (-0.56, -1.41, -1.36)  0.0404
N (0.10, 0.42, 0.71)  0.1207
H (1.28, 2.78, -0.47)  0.0947
H (0.85, 2.15, -2.10)  0.0819
H (-0.34, 2.86, -0.77)  0.1149
H (-0.34, 0.30, -2.66)  0.1198
H (-1.28, -1.82, -1.92)  0.0625
H (-0.84, -1.56, -0.31)  0.0965
H (0.79, 0.80, 1.20)  0.0307
H (-0.18, -0.49, 0.98)  0.0116
H (-0.81, -2.89, 1.35)  -0.0086
H (-0.08, -2.26, 2.49)  0.0419
O (-0.61, -2.14, 1.76)  0.0440
H (2.08, -0.23, -0.80)  -0.0560
H (3.37, -0.59, -0.15)  0.0593
O (2.99, -0.22, -0.98)  -0.0468
H (-3.04, 0.63, 1.95)  0.0159
H (-1.61, 0.29, 2.01)  -0.0855
O (-2.27, 0.70, 2.46)  0.0025

Summary:
Total energy = -12458.74154 eV
HOMO-LUMO gap = 7.61 eV
Spin multiplicity = 1
Highest occupied orbital energy = -7.33 eV
Structure (SMILES) = C/C(N)=C/N.O.O.O
Relative energy (zero: lowest compared OMol25 entry of this formula, charge and spin) = 233.15 kJ/mol



Copy entry 2 word for word.
Density functional theory data (ωB97M-V/def2-TZVPD) for 2 unconnected molecules or ions with the total composition C21H22NO4 at a distorted geometry.

Each line ends with the Löwdin charge.
Element x y z (Å)
C (1.14, 3.36, 1.79)  -0.0740
O (1.71, 2.53, 0.80)  -0.0660
C (2.36, 1.46, 1.32)  -0.4903
C (2.91, 0.59, 0.25)  -0.0524
C (2.93, 0.89, -1.05)  0.0707
O (2.45, 1.25, 2.52)  0.0747
H (0.67, 4.19, 1.26)  0.0876
H (0.39, 2.82, 2.38)  0.0967
H (1.91, 3.74, 2.48)  0.0943
H (3.34, -0.33, 0.64)  0.1173
H (3.47, 0.26, -1.75)  0.0650
H (2.52, 1.84, -1.41)  0.0809
C (-2.35, 0.46, -2.30)  -0.0895
C (-1.21, -0.26, -1.64)  -0.2411
O (-0.41, -0.86, -2.69)  -0.0492
C (0.64, -1.59, -2.22)  -0.5336
C (1.51, -1.98, -3.34)  -0.1647
N (2.74, -2.32, -3.13)  0.0636
C (3.84, -1.96, -3.77)  -0.2361
C (5.05, -2.73, -3.50)  -0.1753
C (6.34, -2.24, -3.81)  -0.0653
C (7.47, -3.02, -3.53)  -0.1179
C (7.33, -4.26, -2.90)  -0.1383
C (6.06, -4.73, -2.54)  -0.1095
C (4.93, -3.96, -2.83)  -0.0434
C (3.81, -0.79, -4.67)  -0.1594
C (4.63, -0.72, -5.82)  -0.0627
C (4.58, 0.39, -6.65)  -0.1094
C (3.69, 1.44, -6.38)  -0.1290
C (2.84, 1.37, -5.27)  -0.0960
C (2.90, 0.26, -4.43)  -0.0565
O (0.83, -1.85, -1.04)  0.0292
H (-2.91, 1.01, -1.55)  0.0677
H (-2.00, 1.16, -3.05)  0.0753
H (-3.04, -0.26, -2.77)  0.0731
H (-0.59, 0.43, -1.05)  0.1181
H (-1.58, -1.06, -0.97)  0.1200
H (1.02, -2.00, -4.33)  0.1159
H (6.45, -1.26, -4.26)  0.0946
H (8.45, -2.64, -3.82)  0.0892
H (8.22, -4.86, -2.68)  0.0807
H (5.94, -5.68, -2.04)  0.0887
H (3.93, -4.29, -2.54)  0.1017
H (5.30, -1.55, -6.04)  0.1049
H (5.24, 0.45, -7.52)  0.0900
H (3.65, 2.32, -7.03)  0.0837
H (2.13, 2.16, -5.04)  0.0948
H (2.23, 0.22, -3.57)  0.0813

Summary:
Total energy = -31813.43018 eV
Total charge = -1
HOMO-LUMO gap = 4.81 eV
Spin multiplicity = 1
Highest occupied orbital energy = -2.08 eV
Relative energy (zero: lowest compared OMol25 entry of this formula, charge and spin) = 256.69 kJ/mol



Question: Among the records above, which one has the highest spin multiplicity?
Answer: C8H18N2O2S



Question: Among the records above, which one has the lowest total energy?
Answer: C37H38IKN3Se



Question: What is the spin multiplicity in the second record?
Answer: 1